12
Properties=species:S:1:pos:R:3:forces:R:3 method="wB97M-V/def2-TZVPD" charge=-1 homo_ev=-1.307 gap_ev=4.72 multiplicity=1 energy_ha=-1389.35365
C -0.6350 -1.2449 -0.2545 -2.87 -1.09 -1.04
H -0.0093 -2.1576 -0.2333 1.35 1.48 -0.25
H -0.9990 -1.0725 0.7745 0.54 0.78 -0.65
H -1.4654 -1.7873 -0.7410 -0.54 1.05 -0.29
O -0.8317 0.2601 -1.4901 2.33 -1.54 2.50
Yb -2.1042 1.7687 -2.5440 0.19 -0.26 0.18
H 0.3715 0.5639 -0.9589 -1.13 -2.08 0.81
O 1.0806 -0.0595 -0.0035 0.13 1.73 -0.96
C 1.1476 0.7500 1.1429 -0.48 0.08 -1.05
H 2.1726 1.1338 1.2281 -0.03 -0.11 0.62
H 0.4885 1.6320 1.0437 0.05 -0.03 0.09
H 0.7838 0.2132 2.0360 0.45 -0.01 0.06

20
Properties=species:S:1:pos:R:3:forces:R:3 method="wB97M-V/def2-TZVPD" s2=0.750 homo_ev="-4.464 / -9.881" gap_ev="3.70 / 9.65" multiplicity=2 energy_ha=-1186.54739
Na 4.1559 -2.2030 -3.4309 -0.78 -0.09 0.79
Na 4.1729 -2.4889 0.0366 -0.67 0.02 -0.78
F 2.3273 -2.4100 -1.7429 1.46 0.08 0.08
C -0.3443 2.9334 0.0586 -0.14 0.60 -0.32
O 0.1935 1.6484 0.3570 -0.31 -0.36 -0.07
P -0.8250 0.5298 0.8755 0.16 -0.38 1.77
O -1.9548 1.0672 1.7015 1.53 -1.12 -1.52
O -1.2197 -0.3868 -0.4071 1.11 0.78 0.84
C -2.5393 -0.7645 -0.7134 -1.90 0.19 0.35
O 0.2574 -0.3396 1.7453 -1.78 0.22 -0.41
C 1.3190 -1.0636 1.1344 -0.40 0.01 -1.34
H -1.4145 2.9187 0.2647 0.01 0.28 -0.37
H -0.0725 3.2039 -0.9617 -0.42 -0.29 -0.18
H 0.0930 3.7343 0.6549 0.21 -0.42 0.50
H -3.1801 -0.7015 0.1662 0.13 -0.08 0.22
H -2.6624 -1.7685 -1.1195 0.86 -0.07 0.11
H -3.0265 -0.1005 -1.4275 0.47 0.29 -0.21
H 2.2312 -0.4864 1.2851 0.13 -0.21 -0.09
H 1.0908 -1.2167 0.0796 0.46 0.39 -0.32
H 1.3981 -2.1058 1.4438 -0.13 0.19 0.96

14
Properties=species:S:1:pos:R:3:forces:R:3 method="wB97M-V/def2-TZVPD" smiles="C=CO.CC=O" homo_ev=-8.773 gap_ev=9.53 multiplicity=1 e_above_lowest_kj_mol=245.61 energy_ha=-307.61888
C -2.3184 -1.3235 -0.3205 -0.59 0.90 -0.02
C -1.7359 -0.1479 -0.5684 -0.16 -0.59 -2.29
O -2.4494 1.0124 -0.6833 -1.09 -0.17 1.79
H -1.9900 -2.2497 -0.7748 0.68 0.03 0.83
H -3.3314 -1.2800 0.0673 -0.06 -0.17 -0.18
H -0.7635 -0.0691 -1.0325 0.21 -0.31 0.11
H -2.0682 1.6444 -1.2730 0.78 0.30 -0.32
C 2.6413 0.6232 0.8698 0.20 -0.71 0.34
C 1.3649 -0.0131 0.3879 0.37 0.63 -0.07
O 1.3481 -0.7970 -0.5198 -0.11 -0.35 -0.19
H 2.7041 0.5551 1.9607 -0.09 0.21 -0.07
H 2.7000 1.6702 0.5744 -0.09 0.03 0.01
H 3.4800 0.0552 0.4551 -0.11 0.27 -0.06
H 0.4183 0.3198 0.8569 0.05 -0.06 0.11

98
Properties=species:S:1:pos:R:3:forces:R:3 method="wB97M-V/def2-TZVPD" homo_ev=-7.969 gap_ev=7.29 multiplicity=1 e_above_lowest_kj_mol=107.64 energy_ha=-3945.96127
Zr -0.5514 1.1424 0.0574 -0.63 -0.03 0.89
C 2.0522 -1.0674 1.7198 -0.15 -0.08 0.00
C 1.9605 0.2811 1.0930 0.01 0.09 0.03
N 1.1387 1.1397 1.6465 0.10 0.31 -0.04
N 1.3844 2.4634 1.2594 0.23 0.14 -0.05
C 0.4538 3.3622 1.4119 0.56 -0.19 0.00
S -1.2182 3.1114 1.7507 0.13 -0.24 0.21
S 0.9873 5.0180 1.1361 -0.31 0.12 0.02
C 2.6751 4.8580 0.4854 0.01 0.02 0.03
C 3.8059 4.8929 1.4807 0.01 0.07 -0.06
C 3.8643 4.0615 2.5934 -0.03 0.08 -0.06
C 4.9487 4.1148 3.4507 0.00 -0.08 0.08
C 5.9926 4.9950 3.2158 0.09 0.05 0.03
C 5.9418 5.8349 2.1168 -0.04 -0.02 -0.01
C 4.8525 5.7826 1.2604 0.00 -0.04 0.00
C 2.7860 0.6035 -0.0719 0.22 0.01 0.08
C 4.1219 0.1904 -0.1258 -0.02 0.06 -0.09
C 4.9317 0.5370 -1.1884 -0.09 -0.05 0.13
C 4.4013 1.2966 -2.2277 -0.02 0.03 -0.05
C 3.0767 1.6801 -2.2227 0.01 -0.19 0.11
C 2.2379 1.3064 -1.1651 -0.10 0.18 -0.05
O 0.9440 1.6076 -1.2360 0.11 -0.17 -0.05
H 2.9744 -1.1133 2.3036 0.06 0.00 0.04
H 2.0886 -1.8529 0.9659 0.00 0.02 -0.02
H 1.2131 -1.2312 2.3982 0.07 0.03 -0.08
H 2.7763 5.7191 -0.1776 -0.08 -0.03 -0.03
H 2.7023 3.9604 -0.1309 -0.01 -0.06 0.05
H 3.0542 3.3798 2.7862 -0.14 -0.14 0.03
H 4.9775 3.4638 4.3134 0.00 -0.04 0.05
H 6.8358 5.0327 3.8915 0.04 0.00 0.03
H 6.7433 6.5333 1.9251 0.06 0.05 -0.01
H 4.8148 6.4420 0.4037 0.00 0.06 -0.07
H 4.5307 -0.3778 0.6981 0.03 -0.03 0.05
H 5.9665 0.2340 -1.2050 0.10 -0.03 0.00
H 5.0323 1.5840 -3.0570 0.04 0.02 -0.06
H 2.6511 2.2485 -3.0353 -0.06 0.04 -0.07
Cl -6.9909 1.5201 -3.8143 -0.01 0.01 -0.01
C -5.6757 1.3075 -2.6998 0.17 0.24 -0.07
C -5.6868 0.2163 -1.8258 0.07 -0.05 0.09
C -4.6614 0.0103 -0.9354 0.02 0.14 -0.09
C -3.5547 0.8816 -0.9061 0.06 0.07 0.07
O -2.5682 0.6678 -0.0792 -0.14 -0.13 -0.43
C -3.5620 1.9870 -1.7884 -0.01 0.13 -0.08
C -2.4732 2.9182 -1.8174 0.07 0.05 0.26
O -1.4083 2.8058 -1.1965 -0.08 -0.16 -0.64
C -4.6341 2.1993 -2.6729 -0.19 -0.27 0.08
H -6.5207 -0.4690 -1.8555 -0.07 -0.05 -0.01
H -4.6770 -0.8254 -0.2524 0.02 -0.05 0.05
H -2.6102 3.8268 -2.4279 0.04 -0.15 0.07
H -4.6213 3.0516 -3.3375 -0.01 0.06 -0.05
C -3.8282 -0.1083 2.9759 -0.05 -0.10 0.03
Sb -1.6994 -0.2738 2.9028 -0.01 0.21 0.03
C -1.3387 1.0083 4.5762 0.03 0.08 0.01
C -1.5597 -2.0460 4.1013 -0.06 0.14 -0.06
H -4.1600 -0.1282 4.0126 -0.04 0.01 0.03
H -4.2829 -0.9397 2.4393 -0.01 -0.05 -0.03
H -4.1447 0.8214 2.5084 0.02 0.07 -0.03
H -1.7058 0.5222 5.4776 -0.03 -0.01 0.08
H -1.8399 1.9660 4.4407 0.00 -0.07 -0.02
H -0.2715 1.1997 4.6756 0.05 -0.01 -0.01
H -2.2285 -1.9071 4.9453 -0.06 -0.05 0.15
H -0.5450 -2.1714 4.4638 0.18 0.01 0.07
H -1.8422 -2.9297 3.5485 -0.10 -0.18 -0.16
O -0.1500 -0.7918 -0.2116 -0.09 -0.12 -0.60
Si -0.5756 -2.1754 -0.9822 0.01 0.35 0.19
C -1.6690 -1.7231 -2.4378 -0.10 -0.20 0.02
C -1.5649 -0.4644 -3.0202 0.27 0.19 0.15
C -2.3077 -0.1082 -4.1333 -0.08 -0.04 -0.02
C -3.1954 -1.0193 -4.6867 0.06 0.12 0.00
C -3.3070 -2.2848 -4.1360 -0.08 -0.12 -0.01
C -2.5441 -2.6337 -3.0331 0.00 -0.02 0.06
C -1.4680 -3.3224 0.2017 0.06 0.00 -0.13
C -0.7377 -4.1366 1.0684 0.08 -0.03 -0.02
C -1.3647 -5.0092 1.9400 -0.02 -0.03 0.05
C -2.7486 -5.0719 1.9775 0.01 -0.08 0.09
C -3.4957 -4.2583 1.1453 -0.08 0.04 -0.04
C -2.8578 -3.4000 0.2628 -0.04 0.10 0.00
C 0.9511 -3.0300 -1.6463 -0.02 0.05 0.17
C 2.0182 -2.2650 -2.1201 -0.01 0.12 0.00
C 3.1486 -2.8608 -2.6535 0.04 0.02 -0.01
C 3.2301 -4.2416 -2.7303 0.07 -0.06 -0.03
C 2.1788 -5.0207 -2.2764 -0.02 -0.03 0.01
C 1.0524 -4.4174 -1.7373 0.03 -0.01 -0.05
H -0.8577 0.2515 -2.5982 -0.04 0.01 -0.18
H -2.1985 0.8765 -4.5650 0.00 0.08 -0.04
H -3.7901 -0.7456 -5.5456 -0.05 0.03 -0.08
H -3.9903 -3.0045 -4.5688 0.00 -0.01 -0.01
H -2.6415 -3.6329 -2.6288 0.00 -0.09 0.05
H 0.3431 -4.1064 1.0497 0.14 0.02 -0.01
H -0.7767 -5.6360 2.5940 0.06 -0.06 0.06
H -3.2418 -5.7503 2.6582 -0.04 -0.06 0.06
H -4.5752 -4.2994 1.1736 -0.09 -0.01 0.00
H -3.4534 -2.7847 -0.3974 -0.06 0.07 -0.07
H 1.9735 -1.1835 -2.0714 -0.03 0.03 0.02
H 3.9647 -2.2463 -3.0062 0.05 0.05 -0.02
H 4.1123 -4.7107 -3.1441 0.04 -0.02 -0.02
H 2.2366 -6.0982 -2.3377 0.00 -0.07 0.00
H 0.2444 -5.0410 -1.3827 -0.11 -0.08 0.05

41
Properties=species:S:1:pos:R:3:forces:R:3 method="wB97M-V/def2-TZVPD" charge=-1 homo_ev="-2.484 / -2.522" gap_ev="4.98 / 5.02" multiplicity=1 e_above_lowest_kj_mol=51.80 energy_ha=-949.16897
C 1.7297 2.8978 0.6356 0.23 -0.68 -0.24
C 2.2036 2.3212 -0.5859 -0.22 -0.20 0.86
C 2.7131 1.0342 -0.2853 0.01 0.17 -0.14
C 2.5702 0.8022 1.0983 -0.09 0.00 0.13
C 1.9723 1.9521 1.6801 -0.17 0.13 -0.34
Tl -0.7537 1.0142 1.0105 0.73 0.37 0.28
C -0.5114 -0.5515 -2.6651 -0.73 1.07 1.08
C -1.3125 0.0910 -1.7207 0.67 -0.83 -3.34
C -2.3122 1.0591 -1.7662 0.64 -1.08 1.13
N -1.4303 -1.0595 -0.2856 -2.09 -1.22 1.26
H 3.1857 0.3502 -0.9945 -0.26 0.23 0.21
H 2.1941 2.7830 -1.5671 -0.09 -0.04 0.13
H 2.9141 -0.0879 1.6355 -0.19 0.35 -0.20
H 1.7454 2.0828 2.7379 0.10 0.04 -0.21
H 1.2585 3.8707 0.7442 0.14 -0.10 0.01
H 0.5131 -0.7675 -2.4242 0.16 -0.23 0.20
H -2.3401 -1.1242 -0.7686 0.33 -0.46 0.94
H -0.9019 -0.9319 -3.5822 -0.37 0.00 -0.54
H -2.8523 1.2626 -2.6852 1.08 0.58 -0.36
H -2.6419 1.6292 -0.9133 -0.71 -0.67 0.45
C -0.8747 -5.3371 0.7023 0.11 0.35 0.13
C -1.3617 -4.2812 1.6965 0.38 0.77 -0.58
C -2.2312 -4.9731 2.7232 -0.79 -0.38 0.33
O -2.1367 -3.2882 0.9254 0.46 -0.32 0.14
B -1.2668 -2.2290 0.5904 0.87 2.02 -0.28
O -0.1020 -2.2916 1.3814 -0.28 -0.51 0.38
C -0.1961 -3.3899 2.3047 -0.32 0.44 0.63
C -0.5718 -2.8986 3.7396 0.04 0.14 -0.39
C 1.1784 -4.0149 2.4123 0.24 -0.57 -0.32
H -0.3398 -6.1218 1.2337 0.18 -0.08 -0.06
H -0.2345 -4.8912 -0.0593 0.06 -0.03 0.03
H -1.7280 -5.7871 0.2017 -0.15 0.02 -0.02
H -3.0665 -5.4717 2.1863 0.40 0.30 0.37
H -1.6722 -5.7689 3.2592 -0.13 0.45 -0.36
H -2.6545 -4.3047 3.4931 0.14 -0.23 -0.53
H -0.5754 -3.7151 4.4747 0.02 -0.03 -0.35
H 0.1792 -2.1826 4.1008 -0.29 0.03 -0.31
H -1.5737 -2.4586 3.7499 0.23 0.21 0.01
H 1.5052 -4.3476 1.4173 0.07 -0.03 0.37
H 1.9287 -3.3072 2.7984 -0.45 -0.03 -0.20
H 1.1487 -4.8608 3.1149 0.06 0.03 -0.28

27
Properties=species:S:1:pos:R:3:forces:R:3 method="wB97M-V/def2-TZVPD" charge=+1 homo_ev=-13.833 gap_ev=9.72 multiplicity=1 e_above_lowest_kj_mol=404.25 energy_ha=-897.17932
O -1.6193 -3.2240 -2.2922 8.41 -1.88 1.94
C -0.3349 -3.4852 -2.0183 -6.23 0.51 -1.26
O 0.0376 -4.8607 -1.6277 1.21 4.37 -0.40
C 0.7505 -2.2594 -2.1905 0.58 -1.23 -0.69
C 1.7080 -2.0071 -0.8779 0.30 0.18 -1.15
P 0.7710 -1.6111 0.7384 1.70 -1.21 2.31
O 1.2660 -2.6444 2.0860 -0.45 1.05 -3.85
H 1.0193 -4.8353 -1.3733 -1.88 -0.20 -0.68
H 0.2073 -1.3001 -2.5903 0.84 -2.04 1.16
H 1.4853 -2.6006 -3.0675 -1.51 0.73 1.94
H 2.3694 -1.0539 -1.1310 -1.33 -2.00 0.83
H 2.4178 -2.9340 -0.7197 -1.40 1.91 -0.08
H -0.6651 -1.6755 0.6469 0.91 -0.23 -0.16
H 1.1189 -0.2495 1.1665 -0.36 -1.34 -0.40
H 1.7415 -3.4505 1.7265 -0.78 1.12 0.63
C -2.3439 2.7416 0.8247 -0.17 0.05 -0.02
C -1.3415 3.6017 1.5877 -0.42 -0.31 0.20
C -0.0486 3.8435 0.8060 0.39 -0.91 0.00
C 0.6317 2.5157 0.5156 3.93 -7.08 -1.74
N 1.1961 1.4142 0.2745 -4.49 8.87 1.80
H -1.9494 1.7398 0.6274 0.00 0.09 -0.03
H -3.2617 2.6195 1.4086 0.14 0.04 -0.14
H -2.6079 3.2035 -0.1336 0.01 -0.12 0.13
H -1.1126 3.1154 2.5440 0.06 0.20 -0.12
H -1.8053 4.5666 1.8199 0.26 -0.08 -0.06
H 0.6300 4.4752 1.3888 0.12 -0.25 -0.19
H -0.2605 4.3545 -0.1394 0.16 -0.24 0.02

9
Properties=species:S:1:pos:R:3:forces:R:3 method="wB97M-V/def2-TZVPD" smiles=NC1NN1 homo_ev=-8.934 gap_ev=10.11 multiplicity=1 e_above_lowest_kj_mol=289.27 energy_ha=-205.28091
N 1.2291 -0.4473 0.2734 0.46 -0.36 0.09
C 0.0610 0.3283 0.3385 -0.27 -1.02 -2.77
N -1.2255 -0.3902 0.2851 0.78 1.41 3.63
N -0.8738 0.4741 -0.8081 -0.33 1.59 -0.09
H 1.9666 0.0018 -0.2563 -0.03 -0.03 0.06
H 1.0485 -1.3737 -0.0970 -0.03 0.13 0.05
H 0.2024 1.2784 0.8524 -0.38 -0.31 0.21
H -1.6500 0.2159 1.0730 -0.73 -1.27 -2.07
H -0.7584 -0.0874 -1.6611 0.54 -0.13 0.89